Entry 1:
A structure of composition C6H11Br3N, computed with ωB97M-V/def2-TZVPD.

Geometry (Å):
C1 1.151 0.462 0.283
C2 0.973 -0.653 1.296
C3 0.884 0.059 -1.205
C4 0.235 -0.052 2.549
C5 -0.531 0.366 -1.630
C6 -1.344 -0.110 2.304
N1 -1.001 -0.491 -2.846
Br1 -1.042 2.147 -1.787
Br2 -2.245 1.308 3.125
Br3 -1.999 -0.715 0.722
H1 0.471 1.196 0.510
H2 2.099 0.813 0.415
H3 0.498 -1.527 0.886
H4 1.935 -0.988 1.626
H5 1.703 0.542 -1.757
H6 0.938 -0.934 -1.312
H7 0.492 -0.601 3.506
H8 0.449 1.080 2.598
H9 -1.721 0.124 -3.300
H10 -1.754 -1.211 -2.563
H11 -0.189 -0.816 -3.420

Atoms 1-3, force components in eV/Å:
C -1.422 -2.862 -1.409
C -0.150 0.684 1.444
C -0.433 3.438 1.156

Computed properties:
LUMO level (alpha / beta): -5.016 / -3.781 eV
HOMO (alpha / beta): -11.1 / -12.7 eV
Net charge: +1
Frontier orbital gap (alpha / beta): 0.223 / 0.328 hartree


Entry 2:
A cluster of 10 separate species, C42H59F27O21 in total, computed with ωB97M-V/def2-TZVPD.

Geometry (Å):
C1 -1.446 -29.762 -11.809
O1 -1.243 -28.398 -11.782
C2 -2.266 -27.684 -12.477
C3 -1.867 -26.249 -12.333
O2 -1.033 -25.787 -13.360
C4 0.368 -26.018 -13.132
C5 1.244 -25.135 -14.081
O3 2.610 -25.350 -14.103
C6 3.363 -24.580 -15.044
H1 -1.603 -30.132 -12.822
H2 -2.263 -30.063 -11.154
H3 -0.542 -30.231 -11.421
H4 -3.192 -27.918 -11.951
H5 -2.503 -28.067 -13.470
H6 -1.649 -26.026 -11.289
H7 -2.765 -25.659 -12.515
H8 0.535 -27.083 -13.288
H9 0.515 -25.853 -12.064
H10 0.986 -24.125 -13.764
H11 0.813 -25.245 -15.076
H12 3.552 -23.575 -14.666
H13 2.935 -24.564 -16.046
H14 4.305 -25.122 -15.124
C7 7.440 -26.687 -12.065
C8 8.820 -26.049 -12.389
O4 8.674 -24.688 -12.128
C9 9.707 -23.913 -11.883
O5 10.884 -24.307 -12.004
C10 9.432 -22.437 -11.429
F1 9.404 -21.738 -12.532
F2 8.304 -22.444 -10.827
F3 10.477 -22.139 -10.630
H15 7.580 -27.756 -11.900
H16 6.760 -26.684 -12.917
H17 6.952 -26.226 -11.207
H18 9.132 -26.113 -13.432
H19 9.596 -26.556 -11.817
C11 1.038 -17.170 -9.247
C12 1.903 -18.282 -8.686
O6 1.235 -19.279 -7.887
C13 1.102 -19.071 -6.524
O7 1.562 -18.120 -5.930
C14 0.415 -20.208 -5.808
F4 -0.072 -19.839 -4.619
F5 -0.537 -20.720 -6.641
F6 1.272 -21.159 -5.610
H20 0.142 -17.421 -9.814
H21 1.617 -16.454 -9.831
H22 0.695 -16.646 -8.355
H23 2.590 -17.749 -8.029
H24 2.532 -18.831 -9.388
C15 5.874 -20.265 -9.610
C16 5.591 -18.743 -9.373
O8 5.192 -18.582 -7.954
C17 6.131 -18.279 -7.013
O9 7.311 -17.916 -7.222
C18 5.537 -18.273 -5.553
F7 5.088 -17.068 -5.224
F8 4.575 -19.199 -5.406
F9 6.553 -18.537 -4.758
H25 4.943 -20.723 -9.278
H26 6.799 -20.569 -9.120
H27 5.935 -20.630 -10.635
H28 4.731 -18.414 -9.958
H29 6.469 -18.122 -9.551
C19 5.155 -25.266 -7.972
C20 6.207 -26.040 -7.245
O10 5.986 -26.192 -5.884
C21 5.128 -27.150 -5.382
O11 4.638 -27.980 -6.127
C22 4.836 -27.010 -3.847
F10 5.883 -27.498 -3.194
F11 4.683 -25.724 -3.673
F12 3.719 -27.693 -3.504
H30 5.495 -24.954 -8.960
H31 5.004 -24.362 -7.382
H32 4.157 -25.704 -7.998
H33 7.168 -25.525 -7.250
H34 6.393 -26.928 -7.848
C23 4.968 -23.623 -11.804
C24 4.055 -22.442 -12.069
O12 3.374 -22.101 -10.862
C25 2.345 -22.882 -10.453
O13 1.703 -23.707 -11.150
C26 2.055 -22.695 -8.920
F13 2.762 -21.663 -8.466
F14 0.744 -22.443 -8.669
F15 2.420 -23.733 -8.204
H35 4.462 -24.550 -11.536
H36 5.558 -23.454 -10.904
H37 5.629 -23.876 -12.633
H38 3.254 -22.564 -12.799
H39 4.680 -21.621 -12.421
C27 2.079 -19.015 -12.706
C28 2.876 -17.701 -12.501
O14 3.835 -17.630 -13.595
C29 4.966 -18.332 -13.473
O15 5.188 -19.121 -12.579
C30 5.962 -18.185 -14.683
F16 5.517 -18.831 -15.770
F17 6.173 -16.887 -15.015
F18 7.108 -18.767 -14.322
H40 2.756 -19.869 -12.737
H41 1.569 -19.037 -13.669
H42 1.414 -19.243 -11.873
H43 3.410 -17.670 -11.551
H44 2.336 -16.755 -12.525
C31 3.752 -23.039 -4.845
C32 2.531 -23.554 -4.099
O16 2.036 -24.688 -4.810
C33 0.774 -24.695 -5.317
O17 -0.002 -23.748 -5.449
C34 0.377 -26.034 -5.935
F19 -0.269 -25.763 -7.088
F20 1.394 -26.879 -6.168
F21 -0.451 -26.631 -5.076
H45 4.362 -22.407 -4.199
H46 3.397 -22.438 -5.683
H47 4.486 -23.693 -5.315
H48 1.825 -22.765 -3.837
H49 2.682 -23.887 -3.072
C35 6.773 -21.809 -19.511
C36 7.117 -20.934 -18.326
O18 7.624 -21.637 -17.172
C37 6.754 -22.342 -16.371
O19 5.529 -22.475 -16.547
C38 7.450 -23.028 -15.169
F22 6.915 -24.199 -14.857
F23 8.737 -23.078 -15.430
F24 7.283 -22.176 -14.166
H50 7.667 -22.026 -20.096
H51 5.962 -21.356 -20.080
H52 6.463 -22.816 -19.231
H53 6.279 -20.388 -17.893
H54 7.845 -20.179 -18.622
C39 -1.148 -21.080 -10.895
C40 -1.702 -22.462 -10.559
O20 -2.519 -22.237 -9.481
C41 -2.924 -23.127 -8.611
O21 -2.685 -24.333 -8.826
C42 -3.726 -22.642 -7.334
F25 -3.506 -21.388 -7.097
F26 -5.062 -22.834 -7.515
F27 -3.329 -23.238 -6.253
H55 -0.421 -21.076 -11.707
H56 -0.702 -20.585 -10.032
H57 -1.941 -20.414 -11.235
H58 -1.021 -23.230 -10.194
H59 -2.161 -22.919 -11.436

Atoms 1-3, force components in eV/Å:
C 0.564 -0.714 0.331
O 0.050 0.256 -0.835
C 0.289 -0.702 1.633

Computed properties:
⟨S²⟩: 0.75
LUMO level (alpha / beta): 1.966 / 1.965 eV
Multiplicity: 2
ΔE to the lowest compared entry with this formula, charge and spin: 0.0 kJ/mol
HOMO (alpha / beta): -0.7 / -5.4 eV
Net charge: -1
Frontier orbital gap (alpha / beta): 0.098 / 0.272 hartree


Entry 3:
A structure of composition C12H33CsN3O3, computed with ωB97M-V/def2-TZVPD.

Geometry (Å):
Cs1 -0.589 0.235 -1.716
C1 2.319 2.769 1.947
C2 0.993 1.986 2.048
C3 -0.120 3.010 2.634
O1 0.228 3.500 3.887
C4 0.551 2.535 4.845
N1 0.580 1.666 0.657
H1 3.135 2.063 1.795
H2 2.381 3.324 2.884
H3 2.351 3.547 1.184
H4 1.112 1.039 2.574
H5 -1.058 2.462 2.727
H6 -0.403 3.837 1.983
H7 -0.205 1.764 4.993
H8 0.766 2.913 5.845
H9 1.515 2.111 4.566
H10 0.783 2.438 0.039
H11 1.293 0.998 0.401
C5 3.981 -0.924 -4.770
C6 3.077 -1.805 -3.888
C7 3.803 -2.591 -2.810
O2 2.828 -3.203 -1.934
C8 2.032 -4.257 -2.414
N2 2.123 -0.870 -3.314
H12 4.394 -0.104 -4.183
H13 3.577 -0.378 -5.623
H14 4.747 -1.599 -5.151
H15 2.484 -2.450 -4.537
H16 4.434 -1.883 -2.272
H17 4.428 -3.198 -3.465
H18 1.357 -4.662 -1.661
H19 2.672 -5.095 -2.690
H20 1.408 -3.903 -3.235
H21 2.584 0.014 -3.150
H22 1.859 -1.223 -2.406
C9 -1.964 -1.172 1.241
C10 -3.348 -1.055 0.680
C11 -4.121 0.179 1.197
O3 -5.421 0.266 0.708
C12 -6.265 1.261 1.175
N3 -3.210 -1.048 -0.738
H23 -1.374 -0.263 1.123
H24 -1.400 -2.003 0.817
H25 -1.944 -1.393 2.308
H26 -3.912 -1.967 0.877
H27 -3.599 1.109 0.971
H28 -4.150 0.167 2.287
H29 -6.013 2.279 0.877
H30 -6.390 1.266 2.258
H31 -7.267 1.168 0.756
H32 -2.892 -1.878 -1.219
H33 -4.148 -0.980 -1.108

Atoms 1-3, force components in eV/Å:
Cs -0.033 0.115 -0.536
C -0.350 -0.336 1.298
C -0.803 3.292 -1.789

Computed properties:
⟨S²⟩: 0.75
LUMO level (alpha / beta): 0.121 / 0.119 eV
Multiplicity: 2
HOMO (alpha / beta): -2.7 / -9.3 eV
Net charge: 0
Frontier orbital gap (alpha / beta): 0.102 / 0.347 hartree


Entry 4:
A structure of composition C23H23ClGdN2P, computed with ωB97M-V/def2-TZVPD.

Geometry (Å):
Gd1 -0.074 -0.022 0.156
Cl1 -2.268 -1.008 0.495
P1 1.941 0.797 -1.280
C1 3.424 0.022 -0.845
C2 4.592 0.785 -0.895
C3 5.794 0.156 -0.669
C4 5.858 -1.212 -0.382
C5 4.670 -1.954 -0.308
C6 3.449 -1.353 -0.520
C7 1.294 0.031 -2.822
C8 -0.015 0.322 -3.275
C9 -0.442 -0.199 -4.492
C10 0.411 -1.002 -5.258
C11 1.703 -1.284 -4.797
C12 2.149 -0.775 -3.587
C13 1.912 2.521 -1.502
C14 1.074 3.391 -0.773
C15 1.140 4.741 -1.047
C16 2.004 5.234 -2.040
C17 2.791 4.338 -2.767
C18 2.747 2.983 -2.521
H1 -0.677 0.961 -2.677
H2 -1.450 0.021 -4.845
H3 0.072 -1.407 -6.209
H4 2.370 -1.904 -5.392
H5 3.147 -0.996 -3.215
H6 4.531 1.847 -1.106
H7 6.717 0.743 -0.706
H8 6.820 -1.695 -0.207
H9 4.710 -3.021 -0.071
H10 2.516 -1.910 -0.448
H11 0.389 2.987 -0.024
H12 0.505 5.437 -0.490
H13 2.047 6.303 -2.248
H14 3.451 4.714 -3.557
H15 3.333 2.275 -3.100
H16 7.882 3.875 2.099
H17 7.519 4.529 2.016
N1 1.702 -0.025 6.259
C19 1.440 0.024 4.932
C20 0.833 1.156 4.346
C21 0.514 1.167 2.994
N2 0.795 0.084 2.171
C22 1.407 -1.026 2.738
C23 1.739 -1.065 4.086
H18 1.462 0.727 6.873
H19 2.100 -0.837 6.688
H20 0.573 2.019 4.952
H21 0.004 2.015 2.523
H22 1.589 -1.873 2.070
H23 2.198 -1.965 4.485

Atoms 1-3, force components in eV/Å:
Gd -1.948 -0.333 -0.164
Cl -0.380 -0.347 -0.111
P -0.514 -1.264 -2.412

Computed properties:
⟨S²⟩: 16.11
LUMO level (alpha / beta): -6.155 / -9.599 eV
Multiplicity: 8
HOMO (alpha / beta): -11.7 / -14.8 eV
Net charge: +2
Frontier orbital gap (alpha / beta): 0.205 / 0.192 hartree